ORCA calculation (wB97M-V/def2-TZVPD) on a cluster of 10 separate species, C69H164F3N9O8S in total.

Net charge   +8
DFT total energy   -4516.5427 a.u.

Bonds (Å) are listed after each position.
Cartesian coordinates (Å):
1 C 23.830 9.647 -17.374  C2 1.521, H10 1.088, H11 1.094, H12 1.091
2 C 24.050 10.374 -18.693  C1 1.521, C3 1.529, N6 1.523, H13 1.092
3 C 24.691 11.758 -18.593  C2 1.529, O4 1.395, H14 1.101, H15 1.099
4 O 24.834 12.223 -19.900  C3 1.395, C5 1.433
5 C 25.527 13.476 -19.936  O4 1.433, H16 1.087, H17 1.091, H18 1.093
6 N 24.750 9.519 -19.741  C2 1.523, H7 1.020, H8 1.030, H9 1.022
7 H 24.132 8.901 -20.267  N6 1.020
8 H 25.237 10.121 -20.420  N6 1.030
9 H 25.471 8.933 -19.316  N6 1.022
10 H 23.172 10.205 -16.711  C1 1.088
11 H 24.758 9.533 -16.808  C1 1.094
12 H 23.491 8.634 -17.597  C1 1.091
13 H 23.128 10.586 -19.238  C2 1.092
14 H 25.627 11.760 -18.013  C3 1.101
15 H 24.086 12.420 -17.959  C3 1.099
16 H 25.480 13.901 -20.935  C5 1.087
17 H 26.576 13.349 -19.666  C5 1.091
18 H 25.081 14.236 -19.287  C5 1.093
19 C 16.796 12.288 -8.004  N20 1.530, H26 1.089, H27 1.089, H28 1.086
20 N 17.936 11.768 -8.881  C19 1.530, C21 1.514, C22 1.503, C23 1.537
21 C 18.377 12.927 -9.748  N20 1.514, H29 1.085, H30 1.088, H31 1.089
22 C 19.051 11.417 -7.937  N20 1.503, H32 1.089, H33 1.087, H34 1.086
23 C 17.433 10.611 -9.761  N20 1.537, C24 1.508, H35 1.086, H36 1.092
24 C 18.506 9.820 -10.465  C23 1.508, O25 1.415, H37 1.099, H38 1.096
25 O 19.084 10.470 -11.581  C24 1.415, H39 1.013
26 H 16.144 12.834 -8.684  C19 1.089
27 H 17.156 13.042 -7.305  C19 1.089
28 H 16.332 11.474 -7.455  C19 1.086
29 H 19.408 12.865 -10.080  C21 1.085
30 H 18.166 13.864 -9.235  C21 1.088
31 H 17.709 12.908 -10.608  C21 1.089
32 H 18.671 10.709 -7.201  C22 1.089
33 H 19.365 12.312 -7.405  C22 1.087
34 H 19.848 11.000 -8.544  C22 1.086
35 H 16.636 10.993 -10.393  C23 1.086
36 H 17.032 9.962 -8.979  C23 1.092
37 H 18.082 8.868 -10.815  C24 1.099
38 H 19.255 9.446 -9.757  C24 1.096
39 H 19.806 9.840 -11.911  O25 1.013
40 C 23.724 1.511 -17.197  N41 1.537, H47 1.080, H48 1.088, H49 1.090
41 N 23.127 1.205 -15.814  C40 1.537, C42 1.507, C43 1.530, C44 1.519
42 C 21.734 0.660 -16.004  N41 1.507, H50 1.087, H51 1.089, H52 1.088
43 C 23.919 0.118 -15.085  N41 1.530, H53 1.087, H54 1.088, H55 1.086
44 C 23.150 2.410 -14.890  N41 1.519, C45 1.552, H56 1.092, H57 1.091
45 C 22.063 3.489 -15.139  C44 1.552, O46 1.417, H58 1.095, H59 1.089
46 O 21.799 3.766 -16.504  C45 1.417, H60 0.964
47 H 23.131 2.260 -17.701  C40 1.080
48 H 23.819 0.559 -17.716  C40 1.088
49 H 24.747 1.782 -16.938  C40 1.090
50 H 21.142 0.732 -15.096  C42 1.087
51 H 21.881 -0.373 -16.313  C42 1.089
52 H 21.213 1.150 -16.823  C42 1.088
53 H 23.271 -0.141 -14.252  C43 1.087
54 H 24.815 0.585 -14.682  C43 1.088
55 H 24.151 -0.711 -15.748  C43 1.086
56 H 24.157 2.827 -14.941  C44 1.092
57 H 23.071 2.108 -13.844  C44 1.091
58 H 22.423 4.406 -14.660  C45 1.095
59 H 21.115 3.253 -14.658  C45 1.089
60 H 22.529 4.333 -16.780  O46 0.964
61 C 19.095 3.959 -18.086  N62 1.530, H68 1.085, H69 1.090, H70 1.084
62 N 18.173 4.629 -17.065  C61 1.530, C63 1.514, C64 1.497, C65 1.519
63 C 18.900 4.719 -15.741  N62 1.514, H71 1.084, H72 1.089, H73 1.088
64 C 17.870 6.043 -17.452  N62 1.497, H74 1.085, H75 1.092, H76 1.088
65 C 16.910 3.806 -16.880  N62 1.519, C66 1.526, H77 1.091, H78 1.090
66 C 16.907 2.652 -15.881  C65 1.526, O67 1.429, H79 1.089, H80 1.094
67 O 18.024 1.785 -16.090  C66 1.429, H81 0.964
68 H 19.993 4.562 -18.168  C61 1.085
69 H 18.566 4.051 -19.034  C61 1.090
70 H 19.230 2.915 -17.826  C61 1.084
71 H 18.351 5.164 -14.918  C63 1.084
72 H 19.812 5.256 -15.997  C63 1.089
73 H 19.268 3.714 -15.543  C63 1.088
74 H 17.025 6.408 -16.877  C64 1.085
75 H 17.620 6.063 -18.514  C64 1.092
76 H 18.751 6.681 -17.414  C64 1.088
77 H 16.627 3.353 -17.831  C65 1.091
78 H 16.103 4.481 -16.595  C65 1.090
79 H 15.958 2.126 -15.971  C66 1.089
80 H 17.084 3.005 -14.861  C66 1.094
81 H 17.747 0.866 -15.993  O67 0.964
82 C 19.043 5.305 -9.950  N83 1.513, H89 1.087, H90 1.090, H91 1.086
83 N 19.499 4.104 -9.152  C82 1.513, C84 1.519, C85 1.536, C86 1.533
84 C 19.123 4.425 -7.715  N83 1.519, H92 1.089, H93 1.089, H94 1.087
85 C 18.764 2.826 -9.581  N83 1.536, H95 1.085, H96 1.086, H97 1.087
86 C 21.029 4.000 -9.141  N83 1.533, C87 1.531, H98 1.090, H99 1.090
87 C 21.688 3.274 -10.316  C86 1.531, O88 1.417, H100 1.090, H101 1.093
88 O 21.112 3.624 -11.563  C87 1.417, H102 0.975
89 H 17.959 5.325 -9.862  C82 1.087
90 H 19.253 5.131 -11.006  C82 1.090
91 H 19.669 6.133 -9.631  C82 1.086
92 H 19.669 5.323 -7.430  C84 1.089
93 H 19.451 3.637 -7.039  C84 1.089
94 H 18.052 4.564 -7.589  C84 1.087
95 H 17.787 2.990 -9.140  C85 1.085
96 H 19.322 1.971 -9.212  C85 1.086
97 H 18.813 2.837 -10.667  C85 1.087
98 H 21.154 3.434 -8.218  C86 1.090
99 H 21.438 4.998 -8.988  C86 1.090
100 H 21.584 2.201 -10.154  C87 1.090
101 H 22.753 3.509 -10.384  C87 1.093
102 H 21.534 4.448 -11.868  O88 0.975
103 C 19.884 18.016 -17.856  C104 1.519, H115 1.093, H116 1.089, H117 1.090
104 C 20.787 16.804 -17.705  C103 1.519, C105 1.552, H118 1.088, H119 1.096
105 C 21.164 16.595 -16.214  C104 1.552, C106 1.518, H120 1.089, H121 1.096
106 C 19.984 16.133 -15.378  C105 1.518, N107 1.565, H122 1.088, H123 1.089
107 N 20.400 15.416 -14.051  C106 1.565, C108 1.543, C111 1.515, C112 1.547
108 C 21.163 14.118 -14.385  N107 1.543, C109 1.548, H124 1.089, H125 1.088
109 C 20.366 12.963 -13.733  C108 1.548, C110 1.511, H126 1.092, H127 1.090
110 C 18.949 13.480 -13.670  C109 1.511, C111 1.510, H128 1.090, H129 1.092
111 C 19.227 14.901 -13.242  N107 1.515, C110 1.510, H130 1.093, H131 1.092
112 C 21.204 16.439 -13.213  N107 1.547, C113 1.525, H132 1.087, H133 1.094
113 C 20.454 17.611 -12.588  C112 1.525, C114 1.552, H134 1.090, H135 1.091
114 C 21.373 18.537 -11.747  C113 1.552, H136 1.086, H137 1.090, H138 1.090
115 H 19.047 18.001 -17.154  C103 1.093
116 H 19.403 18.085 -18.831  C103 1.089
117 H 20.448 18.933 -17.686  C103 1.090
118 H 21.688 16.888 -18.309  C104 1.088
119 H 20.270 15.869 -17.950  C104 1.096
120 H 21.612 17.524 -15.863  C105 1.089
121 H 21.884 15.769 -16.212  C105 1.096
122 H 19.278 15.466 -15.869  C106 1.088
123 H 19.531 17.005 -14.910  C106 1.089
124 H 22.181 14.295 -14.043  C108 1.089
125 H 21.184 13.949 -15.460  C108 1.088
126 H 20.736 12.727 -12.732  C109 1.092
127 H 20.440 12.023 -14.280  C109 1.090
128 H 18.297 13.058 -12.905  C110 1.090
129 H 18.393 13.482 -14.610  C110 1.092
130 H 19.443 14.960 -12.172  C111 1.093
131 H 18.414 15.629 -13.285  C111 1.092
132 H 22.050 16.702 -13.843  C112 1.087
133 H 21.558 15.790 -12.407  C112 1.094
134 H 19.661 17.297 -11.910  C113 1.090
135 H 20.038 18.253 -13.367  C113 1.091
136 H 20.838 19.478 -11.663  C114 1.086
137 H 22.359 18.737 -12.167  C114 1.090
138 H 21.574 18.057 -10.790  C114 1.090
139 C 25.871 11.233 -14.357  C140 1.528, H151 1.092, H152 1.089, H153 1.090
140 C 24.799 11.229 -13.267  C139 1.528, C141 1.549, H154 1.095, H155 1.092
141 C 25.162 10.342 -12.050  C140 1.549, C142 1.517, H156 1.091, H157 1.093
142 C 24.020 10.173 -11.066  C141 1.517, N143 1.508, H158 1.094, H159 1.091
143 N 24.307 9.221 -9.933  C142 1.508, C144 1.514, C147 1.539, C148 1.541
144 C 24.404 7.788 -10.414  N143 1.514, C145 1.520, H160 1.088, H161 1.092
145 C 23.913 6.931 -9.259  C144 1.520, C146 1.537, H162 1.090, H163 1.090
146 C 22.694 7.765 -8.835  C145 1.537, C147 1.516, H164 1.092, H165 1.093
147 C 23.215 9.189 -8.848  N143 1.539, C146 1.516, H166 1.089, H167 1.086
148 C 25.674 9.563 -9.309  N143 1.541, C149 1.540, H168 1.087, H169 1.090
149 C 25.785 10.989 -8.740  C148 1.540, C150 1.528, H170 1.092, H171 1.092
150 C 27.202 11.265 -8.239  C149 1.528, H172 1.091, H173 1.089, H174 1.091
151 H 26.763 11.652 -13.887  C139 1.092
152 H 25.495 11.940 -15.095  C139 1.089
153 H 26.109 10.235 -14.724  C139 1.090
154 H 23.848 10.911 -13.705  C140 1.095
155 H 24.749 12.288 -13.001  C140 1.092
156 H 25.959 10.852 -11.507  C141 1.091
157 H 25.501 9.375 -12.430  C141 1.093
158 H 23.121 9.881 -11.616  C142 1.094
159 H 23.707 11.139 -10.665  C142 1.091
160 H 25.409 7.541 -10.753  C144 1.088
161 H 23.703 7.597 -11.229  C144 1.092
162 H 24.548 6.752 -8.392  C145 1.090
163 H 23.642 5.937 -9.616  C145 1.090
164 H 22.341 7.482 -7.842  C146 1.092
165 H 21.813 7.639 -9.470  C146 1.093
166 H 23.736 9.373 -7.910  C147 1.089
167 H 22.519 10.002 -9.034  C147 1.086
168 H 26.413 9.380 -10.085  C148 1.087
169 H 25.846 8.858 -8.496  C148 1.090
170 H 25.074 11.136 -7.924  C149 1.092
171 H 25.488 11.716 -9.499  C149 1.092
172 H 27.923 11.372 -9.051  C150 1.091
173 H 27.524 10.548 -7.485  C150 1.089
174 H 27.269 12.248 -7.769  C150 1.091
175 C 25.795 7.123 -15.311  C176 1.538, H187 1.092, H188 1.091, H189 1.091
176 C 26.258 6.308 -14.091  C175 1.538, C177 1.568, H190 1.092, H191 1.089
177 C 27.621 6.825 -13.514  C176 1.568, C178 1.527, H192 1.089, H193 1.095
178 C 28.743 6.991 -14.537  C177 1.527, N179 1.537, H194 1.089, H195 1.089
179 N 30.135 7.089 -13.891  C178 1.537, C180 1.543, C183 1.559, C184 1.519
180 C 31.223 7.135 -14.984  N179 1.543, C181 1.527, H196 1.091, H197 1.089
181 C 32.507 6.576 -14.377  C180 1.527, C182 1.531, H198 1.091, H199 1.087
182 C 32.011 5.685 -13.234  C181 1.531, C183 1.498, H200 1.089, H201 1.090
183 C 30.519 5.674 -13.362  N179 1.559, C182 1.498, H202 1.088, H203 1.090
184 C 30.104 8.083 -12.743  N179 1.519, C185 1.506, H204 1.091, H205 1.088
185 C 29.701 9.473 -13.160  C184 1.506, C186 1.532, H206 1.091, H207 1.093
186 C 29.954 10.458 -12.014  C185 1.532, H208 1.091, H209 1.099, H210 1.087
187 H 24.978 6.594 -15.806  C175 1.092
188 H 26.590 7.208 -16.053  C175 1.091
189 H 25.460 8.120 -15.020  C175 1.091
190 H 26.464 5.314 -14.493  C176 1.092
191 H 25.478 6.396 -13.337  C176 1.089
192 H 27.927 6.188 -12.685  C177 1.089
193 H 27.380 7.817 -13.121  C177 1.095
194 H 28.604 7.941 -15.050  C178 1.089
195 H 28.746 6.160 -15.241  C178 1.089
196 H 31.321 8.168 -15.321  C180 1.091
197 H 30.898 6.574 -15.860  C180 1.089
198 H 33.095 7.385 -13.942  C181 1.091
199 H 33.200 6.071 -15.044  C181 1.087
200 H 32.365 6.025 -12.262  C182 1.089
201 H 32.431 4.688 -13.361  C182 1.090
202 H 29.936 5.483 -12.462  C183 1.088
203 H 30.169 4.992 -14.137  C183 1.090
204 H 31.146 8.065 -12.419  C184 1.091
205 H 29.486 7.711 -11.929  C184 1.088
206 H 28.674 9.555 -13.520  C185 1.091
207 H 30.370 9.816 -13.953  C185 1.093
208 H 30.965 10.404 -11.609  C186 1.091
209 H 29.415 10.180 -11.097  C186 1.099
210 H 29.630 11.466 -12.260  C186 1.087
211 C 10.611 12.481 -13.296  C212 1.546, H223 1.087, H224 1.092, H225 1.093
212 C 11.499 12.502 -14.561  C211 1.546, C213 1.537, H226 1.096, H227 1.092
213 C 12.373 11.240 -14.655  C212 1.537, C214 1.498, H228 1.092, H229 1.093
214 C 13.712 11.464 -14.021  C213 1.498, N215 1.558, H230 1.093, H231 1.091
215 N 14.623 10.200 -14.001  C214 1.558, C216 1.538, C219 1.529, C220 1.539
216 C 15.952 10.623 -13.355  N215 1.538, C217 1.494, H232 1.085, H233 1.090
217 C 17.004 10.124 -14.291  C216 1.494, C218 1.528, H234 1.093, H235 1.091
218 C 16.441 10.251 -15.706  C217 1.528, C219 1.528, H236 1.089, H237 1.092
219 C 15.018 9.775 -15.415  N215 1.529, C218 1.528, H238 1.094, H239 1.087
220 C 13.965 9.066 -13.195  N215 1.539, C221 1.512, H240 1.091, H241 1.088
221 C 13.527 9.515 -11.820  C220 1.512, C222 1.540, H242 1.092, H243 1.092
222 C 13.039 8.321 -10.977  C221 1.540, H244 1.088, H245 1.091, H246 1.094
223 H 10.157 13.440 -13.064  C211 1.087
224 H 11.138 12.022 -12.456  C211 1.092
225 H 9.749 11.833 -13.476  C211 1.093
226 H 12.006 13.473 -14.589  C212 1.096
227 H 10.913 12.657 -15.469  C212 1.092
228 H 12.547 10.867 -15.666  C213 1.092
229 H 11.816 10.448 -14.149  C213 1.093
230 H 13.534 11.796 -12.995  C214 1.093
231 H 14.322 12.265 -14.440  C214 1.091
232 H 16.065 10.272 -12.334  C216 1.085
233 H 15.942 11.712 -13.295  C216 1.090
234 H 17.250 9.081 -14.075  C217 1.093
235 H 17.942 10.663 -14.145  C217 1.091
236 H 16.949 9.685 -16.484  C218 1.089
237 H 16.499 11.273 -16.088  C218 1.092
238 H 15.024 8.686 -15.308  C219 1.094
239 H 14.229 9.932 -16.146  C219 1.087
240 H 14.733 8.292 -13.175  C220 1.091
241 H 13.100 8.757 -13.778  C220 1.088
242 H 12.639 10.145 -11.907  C221 1.092
243 H 14.237 10.114 -11.245  C221 1.092
244 H 12.648 8.548 -9.988  C222 1.088
245 H 13.748 7.492 -10.938  C222 1.091
246 H 12.150 7.914 -11.468  C222 1.094
247 C 21.857 8.162 -14.493  F248 1.333, F249 1.325, F250 1.326, S251 1.930
248 F 21.976 7.221 -15.430  C247 1.333
249 F 23.048 8.450 -13.987  C247 1.325
250 F 21.223 9.225 -14.968  C247 1.326
251 S 20.786 7.478 -13.041  C247 1.930, O252 1.458, O253 1.477, O254 1.463
252 O 21.433 6.237 -12.632  S251 1.458
253 O 20.870 8.578 -12.059  S251 1.477
254 O 19.394 7.203 -13.399  S251 1.463